# 1
Below is C3H4CeO3 as an isolated structure at a distorted geometry, with properties calculated with ωB97M-V with the def2-TZVPD basis set.

```
11
Properties=species:S:1:pos:R:3:forces:R:3:lowdin_charge:R:1
Ce 3.4142 -0.0284 -0.3928 -3.2720 -0.4086 0.7135 1.8116
O 1.7493 -0.3160 1.0744 1.2859 -0.0616 -2.0311 -0.3302
O 1.4520 -0.0548 -1.6015 1.0517 -0.7888 0.8150 -0.2057
O -0.8041 -0.0240 -1.2755 1.2451 -1.7285 1.7570 0.0122
C -1.4539 0.5600 0.1505 -2.0970 1.0120 -0.5126 -0.0036
C 0.5355 -0.6159 0.5083 0.9759 -1.3069 0.0652 -0.2195
C 0.4054 -0.4321 -0.8854 -0.0890 2.9192 0.7557 -0.4979
H -0.8498 1.4436 0.4274 -0.5887 0.7774 -2.4343 0.1051
H -0.0830 -1.4005 0.9655 0.1552 0.6406 0.2355 0.1466
H -2.4537 0.1776 -0.1193 -0.3510 2.1598 -1.9582 0.0981
H -1.9118 0.6905 1.1484 1.6838 -3.2147 2.5943 0.0833
```
Forces are in eV/Å.

Results
- Energy relative to the best compared isomer or geometry (same formula, charge and spin): 137.96 kcal per mole
- Strongest force on any atom: 0.0868 Eh/bohr
- Total energy: -22233.054 eV
- Multiplicity: 2
- E_HOMO (spin up / spin down): -10.1 / -10.8 eV
- Total charge: +1
- Kohn-Sham gap (spin up / spin down): 4.627 / 5.301 eV


# 2
Below is a 5-piece molecular cluster, C21H31F12N2O10 overall at a distorted geometry, with properties calculated with ωB97M-V with the def2-TZVPD basis set.

```
76
Properties=species:S:1:pos:R:3:forces:R:3:lowdin_charge:R:1
F 6.2232 -4.3730 4.3426 -0.0680 -0.0160 -0.3965 0.1667
F 8.0492 -5.1337 3.4800 -0.1613 0.0487 -0.2937 0.1572
F 0.3620 -1.2833 3.6196 -0.3971 -0.1524 -0.0377 0.1686
F 7.7660 -3.0045 3.7217 -0.1367 -0.0863 -0.2708 0.1601
F -4.8432 -2.3796 -1.1942 0.3186 -0.1337 0.0351 0.1485
F 4.7563 -0.0495 -1.9830 -0.2147 0.1707 -0.3719 0.1412
F -4.2492 -1.9879 -3.2350 0.3171 -0.2000 0.1911 0.1643
F 2.8118 0.1842 -1.0830 0.0590 0.0626 -0.3237 0.1481
F 0.1256 -2.0352 5.6254 -0.2888 -0.0768 -0.1390 0.1593
F -0.6778 -0.1009 5.0940 -0.2800 -0.2148 -0.0964 0.1674
F -4.0879 -0.4347 -1.7552 0.2473 -0.2351 0.0823 0.1755
F 4.0957 1.8965 -1.3337 -0.1003 0.0143 -0.3535 0.1644
O 7.3777 -3.5423 1.1404 0.1575 -0.2253 0.4868 0.0299
O -1.8760 -2.9856 -2.2865 -0.3873 -0.0118 -0.2889 0.1612
O -2.0094 3.3881 -3.4421 1.2068 -0.8192 1.1610 -0.1110
O 3.6429 0.8262 -4.3408 0.4711 -0.2213 0.3396 0.1560
O -2.1131 -1.6811 -0.4757 -0.5192 -0.0850 -0.1593 0.0408
O -2.1957 -2.1317 3.1168 0.4139 0.1409 -0.1022 0.1738
O -2.5061 -2.3517 5.3282 0.3731 0.3244 0.0241 0.0317
O 1.8678 1.5372 -3.1657 0.5276 -0.1007 0.4270 0.0402
O -2.7110 5.4435 -3.4839 -0.1274 1.2995 0.4230 -0.0874
O 5.4321 -4.5007 1.7194 -0.0256 -0.1171 0.4769 0.1725
N -2.2648 5.2870 0.3055 -0.3441 -0.3155 0.6654 -0.1004
N -1.5138 4.3909 -0.4972 1.0071 -0.3028 -0.1381 -0.1039
C -3.7997 -2.9326 5.0901 -0.5876 -0.3693 -0.0080 -0.1995
C -3.9302 -1.7459 -1.9603 -0.9992 0.6745 -0.3837 -0.5333
C -1.1013 4.9723 -1.7747 -0.0174 0.1311 -0.8146 -0.1572
C 6.0663 -2.2450 -0.4488 -0.0788 0.0063 0.3405 -0.0657
C -5.5453 5.4924 -0.6716 0.5484 -0.7051 -0.0248 -0.1182
C 3.6874 0.7593 -1.9227 0.3801 -0.1682 1.1342 -0.5154
C -3.5330 4.7042 0.7563 -0.7149 0.4341 -0.0782 -0.2485
C 0.2726 -1.2573 -0.6861 -0.2111 0.0870 -0.2936 -0.0605
C -2.5121 -2.2170 -1.6245 0.8874 -0.1131 0.6072 -0.3934
C -1.8185 -1.9983 4.2426 -0.9459 -0.3605 0.1326 -0.3835
C 7.1384 -4.1461 3.3975 0.3918 0.0923 1.1210 -0.5330
C -0.4897 -1.3526 4.6452 1.1209 0.4698 0.2893 -0.5309
C -0.8092 -2.0748 -0.0123 0.7365 0.0188 0.2892 -0.1938
C -3.6780 -4.4079 4.7713 0.3200 -0.0764 -0.1117 -0.0615
C -1.9945 4.5609 -2.9797 -0.9191 -0.0531 -1.2342 -0.7651
C -4.5138 4.3539 -0.4021 -0.5918 -0.1692 0.6642 -0.2356
C 6.9397 -3.4618 -0.2293 -0.1827 0.2311 -0.6802 -0.1942
C 0.5122 0.6683 -4.9903 0.2665 -0.3918 0.1461 -0.0538
C 6.5174 -4.0856 1.9988 -0.0349 0.1592 -1.0871 -0.3961
C 3.0791 1.0257 -3.3016 -0.8989 0.4550 -0.8232 -0.4053
C 1.1747 1.8856 -4.3851 -0.7970 0.4101 -0.5842 -0.1799
H -1.1629 6.0700 -1.6746 0.0060 -0.5749 0.0058 0.1011
H -4.6645 -4.8609 4.6707 0.0040 0.0529 0.0172 0.0821
H 6.4314 -4.3799 -0.5249 -0.0470 -0.0128 0.2572 0.1251
H -0.1429 0.1889 -4.2613 -0.1205 0.1737 -0.0398 0.0782
H -4.3245 -2.3931 4.3015 0.2338 0.0436 -0.0727 0.1271
H 0.2935 -1.4420 -1.7613 0.0514 -0.0770 0.0364 0.0767
H 5.1452 -2.3126 0.1313 -0.0233 -0.0727 -0.0963 0.0818
H -0.0507 4.7169 -2.0466 -0.4698 -0.0914 0.4700 0.0940
H -0.6548 -3.1448 -0.1588 -0.1865 0.0341 -0.2017 0.1264
H -3.1291 -4.9258 5.5599 -0.1156 0.0319 0.0613 0.0822
H 5.8050 -2.1457 -1.5005 0.0521 -0.0522 0.0229 0.0752
H -5.0930 3.4642 -0.0686 0.3341 0.3735 -0.2290 0.0961
H -4.3694 -2.7976 6.0088 0.2588 0.1326 0.0843 0.1243
H -6.3526 5.0607 -1.2921 0.3487 0.5264 0.0801 0.0646
H -4.0390 5.4915 1.3609 0.3794 -0.3917 -0.2075 0.1010
H -3.3949 3.8517 1.4696 0.0656 0.1483 -0.6701 0.1005
H -4.0156 4.0675 -1.3449 -0.0243 0.2322 0.4548 0.0920
H -5.9943 5.8286 0.2846 0.2404 -0.0145 -0.4941 0.0582
H -0.7964 -1.8915 1.0602 -0.3248 0.0951 -0.0700 0.0969
H -1.9587 3.4855 -0.6082 -0.0675 0.2083 -0.1111 0.0978
H 1.8532 2.3682 -5.0894 0.2354 -0.1816 0.1624 0.1241
H 1.2537 -0.0744 -5.2943 0.0173 0.0763 -0.0838 0.0717
H 6.5822 -1.3395 -0.1257 0.0607 -0.0265 -0.1302 0.0880
H -0.0758 0.9489 -5.8634 -0.0255 0.0802 0.0837 0.0861
H 0.0886 -0.1906 -0.5492 0.0478 -0.0356 0.1034 0.0926
H 7.8422 -3.3832 -0.8346 0.1351 -0.0167 0.2851 0.1246
H 1.2506 -1.5031 -0.2740 -0.0700 -0.0397 0.0544 0.0720
H -1.7102 5.3958 1.1564 -0.1386 0.2110 -0.2281 0.0935
H -5.0248 6.3156 -1.1922 -0.4998 -0.2425 0.2201 0.0768
H -3.1290 -4.5645 3.8421 -0.1085 0.0505 -0.0379 0.0781
H 0.4124 2.6193 -4.1116 0.0305 -0.1506 0.3321 0.1109
```
Forces are in eV/Å.

Results
- Strongest force on any atom: 0.0363 Eh/bohr
- Total energy: -78346.730 eV
- E_HOMO: -4.0 eV
- Total charge: -1
- Kohn-Sham gap: 5.875 eV


# 3
Below is C28H26N5O4PZr as an isolated structure, with properties calculated with ωB97M-V with the def2-TZVPD basis set.

```
65
Properties=species:S:1:pos:R:3:forces:R:3:nbo_charge:R:1
Zr -0.0953 0.3290 0.0444 -0.3016 0.0563 0.5944 2.2248
P -2.1722 -1.6217 0.1442 0.1690 0.0089 -0.0012 0.8968
O -0.9941 0.3093 2.0454 0.0700 -0.0478 -0.2348 -0.7596
O 0.3947 -0.4704 -1.8795 0.0339 0.0061 -0.0778 -0.5681
O -2.0854 1.2885 0.4354 -0.1308 0.0410 0.0704 -0.6805
O 1.7587 -0.3942 2.7237 0.0252 -0.0076 0.0317 -0.4980
N 1.0742 4.4039 -0.9610 -0.0571 -0.0849 -0.0523 -0.3168
N 1.4319 -0.5148 -1.0205 0.0325 -0.1995 -0.0952 -0.2866
N 0.5897 2.4128 -0.1953 0.0292 0.0655 -0.2281 -0.6567
N 1.5521 9.6055 -5.2619 0.0010 0.0085 -0.0057 -0.2166
N 1.5885 -0.5965 1.3858 -0.1212 -0.0352 -0.0859 -0.2294
C -1.6862 -3.2176 0.8252 -0.1219 0.0032 0.1061 -0.4087
C -2.1543 -3.7420 2.0267 -0.0083 0.0212 0.0148 -0.1268
C -3.1964 -0.9853 -2.3134 -0.0174 -0.0791 -0.0018 -0.1868
C -0.3705 -5.2072 0.4731 0.0018 0.0113 -0.0130 -0.1879
C 2.6435 -2.6441 -1.4354 -0.0045 0.0223 -0.0368 -0.6978
C -2.1090 0.4798 1.4089 0.1222 -0.0808 -0.1743 0.7760
C -3.2711 -1.8770 -1.2431 -0.0119 0.0545 -0.0585 -0.3232
C -5.0707 -3.0412 -2.3229 -0.0124 0.0126 -0.0308 -0.1774
C -4.0693 -1.1184 -3.3817 0.0233 0.0135 0.0047 -0.2009
C 1.2219 3.1272 0.8098 0.0379 0.1125 0.1017 -0.0725
C 0.5234 3.2245 -1.2493 0.0396 0.0386 0.0183 0.2544
C 2.5137 7.1690 -2.9459 0.0145 -0.0185 0.0221 -0.1245
C 3.7021 -1.8338 1.4928 -0.0122 0.0081 0.0141 -0.7012
C 0.1365 7.0334 -3.3850 0.0244 -0.0036 0.0119 -0.1354
C -3.1089 -0.6240 1.4428 0.0331 0.0548 0.0385 -0.7633
C 2.5323 -1.2510 0.7974 0.0487 -0.0441 -0.0147 0.3089
C -4.2070 -2.9123 -1.2494 0.0169 -0.0019 0.0242 -0.2082
C 1.3767 7.6294 -3.6053 -0.0677 -0.0322 0.0118 -0.1305
C 1.4760 8.7303 -4.5236 0.0270 0.0327 -0.0226 0.2349
C 2.2211 -1.4544 -0.6656 0.0915 0.1025 0.1114 0.3046
C -1.7230 -4.9911 2.4511 0.0302 -0.0333 -0.0177 -0.2051
C -0.7899 -3.9572 0.0500 0.0488 0.0006 -0.0692 -0.2144
C -0.8337 -5.7230 1.6776 -0.0210 0.0237 0.0190 -0.1678
C 1.5260 4.3611 0.3398 -0.0010 -0.0070 -0.0070 -0.0297
C 2.4148 6.1007 -2.0716 -0.0375 0.0082 -0.0138 -0.2375
C -5.0044 -2.1435 -3.3828 -0.0022 -0.0178 0.0198 -0.1555
C 1.1746 5.5180 -1.8660 0.0120 0.0330 0.0080 0.1893
C 0.0305 5.9728 -2.5020 0.0424 0.0174 -0.0064 -0.2378
H -3.1611 -1.1111 2.4108 -0.0308 -0.0147 -0.0052 0.2761
H -4.0823 -0.3330 1.0588 -0.0012 -0.0048 0.0217 0.2908
H -2.4479 -0.2005 -2.3193 -0.0343 0.0101 -0.0181 0.2034
H 3.4690 7.6411 -3.1267 0.0001 0.0026 -0.0027 0.2520
H 2.5013 -3.5475 -0.8395 -0.0078 -0.0017 -0.0047 0.2599
H -2.0939 -5.3964 3.3825 0.0010 -0.0045 0.0020 0.2410
H -2.8638 -3.2016 2.6387 -0.0021 0.0231 -0.0139 0.2105
H 0.3042 -5.7869 -0.1429 0.0004 -0.0092 0.0052 0.2321
H -0.4483 -3.5704 -0.9063 -0.0093 0.0140 0.0037 0.2194
H 1.9930 5.2150 0.7978 0.0068 -0.0222 0.0510 0.2629
H -4.2564 -3.6179 -0.4288 0.0147 0.0092 0.0113 0.2291
H 0.1118 2.9898 -2.2177 -0.0079 -0.0424 0.0118 0.2438
H 0.8793 -0.1466 3.0581 0.0143 -0.0144 -0.0210 0.5129
H 3.3759 -2.6796 2.1052 0.0062 0.0071 0.0131 0.2786
H 3.2925 5.7178 -1.5681 0.0116 0.0054 -0.0035 0.2373
H 1.3932 2.7183 1.7920 0.0026 0.0048 -0.0043 0.2430
H -5.6826 -2.2512 -4.2185 0.0004 0.0022 -0.0030 0.2400
H 4.4542 -2.1747 0.7868 -0.0057 -0.0075 -0.0076 0.2533
H -0.7380 7.4123 -3.8947 -0.0036 -0.0032 0.0026 0.2524
H 2.0840 -2.7125 -2.3657 0.0010 -0.0033 -0.0005 0.2701
H -0.5096 -6.7007 2.0072 0.0008 -0.0019 0.0014 0.2413
H 4.1375 -1.1026 2.1735 0.0054 -0.0005 -0.0005 0.2799
H -4.0146 -0.4320 -4.2154 -0.0013 0.0004 -0.0024 0.2354
H 3.7092 -2.5742 -1.6680 -0.0040 -0.0034 -0.0186 0.2767
H -0.9325 5.5242 -2.2960 -0.0018 -0.0068 0.0032 0.2346
H -5.7965 -3.8426 -2.3368 -0.0019 -0.0015 0.0034 0.2393
```
Forces are in eV/Å.

Results
- Energy relative to the best compared isomer or geometry (same formula, charge and spin): 0.00 kcal per mole
- Strongest force on any atom: 0.0130 Eh/bohr
- Total energy: -55653.996 eV
- E_HOMO: -14.3 eV
- Total charge: +2
- Kohn-Sham gap: 6.889 eV


# 4
Below is C8H13N5O5V as an isolated structure, with properties calculated with ωB97M-V with the def2-TZVPD basis set.

```
32
Properties=species:S:1:pos:R:3:forces:R:3:nbo_charge:R:1
V 0.6345 0.2864 0.9184 -0.1426 0.2098 0.6280 1.5688
O 0.2010 1.5357 2.2495 0.0774 -0.1008 -0.7031 -0.7219
O 0.9118 -1.5126 1.8462 -0.0035 -0.0180 -0.1133 -0.7140
O -1.6520 -0.6020 -2.2354 0.0133 -0.0965 0.0563 -0.5543
O 0.0200 -0.1762 -0.8262 -0.2034 0.1261 0.3081 -0.7920
O -1.3488 3.0106 2.9316 -0.0194 -0.0947 0.1172 -0.5197
N 2.3635 0.9149 0.1094 0.1888 -0.0971 0.2873 -0.6603
N 1.4839 0.2635 -3.1489 0.4095 0.0970 -0.2633 -0.7749
N -1.4588 -0.2199 1.3399 0.0660 -0.1540 0.0302 -0.4472
N 3.0660 1.4216 -4.3701 0.0157 0.0353 -0.0047 -0.7461
N 3.2070 1.4792 -2.1093 0.2463 0.1742 0.2561 -0.6187
C 2.7720 1.1890 -0.9515 -0.1885 -0.1653 -0.3860 0.6862
C -0.3139 -2.2536 2.1155 -0.0584 -0.0078 0.0416 -0.0791
C 2.5630 1.0428 -3.1975 -0.1661 -0.2066 -0.1828 0.6702
C -2.0907 1.0271 1.8265 -0.0199 0.0716 0.0217 -0.3524
C -1.2379 -0.4979 -1.1160 -0.0683 -0.0146 -0.0696 0.7841
C -2.1024 -0.7496 0.1168 0.0011 0.0671 0.0095 -0.3535
C -1.0469 1.9760 2.4228 -0.0108 -0.0342 -0.0183 0.7691
C -1.3645 -1.2159 2.4306 -0.0117 -0.0195 0.0283 -0.2561
H 1.0119 -0.0322 -3.9866 -0.0180 0.0318 -0.0192 0.4181
H -0.5577 -2.8508 1.2363 -0.0019 0.0035 -0.0012 0.1968
H -1.0772 -0.6850 3.3390 0.0095 0.0007 0.0014 0.2399
H 1.0880 -0.0365 -2.2641 -0.1967 0.1418 0.0077 0.4417
H -0.1542 -2.9099 2.9688 0.0263 0.0066 0.0009 0.2278
H 3.8798 2.0124 -4.3685 -0.0096 0.0115 -0.0117 0.4331
H -2.2568 -1.8267 0.1957 0.0237 -0.0008 -0.0135 0.2376
H 2.6543 1.1556 -5.2465 -0.0004 -0.0086 0.0146 0.4146
H -3.0833 -0.3044 -0.0403 -0.0126 -0.0213 -0.0053 0.2521
H -2.5610 1.5479 0.9926 0.0263 -0.0055 -0.0214 0.2468
H -2.3260 -1.7043 2.6135 -0.0105 0.0092 -0.0213 0.2324
H 1.6441 -2.1088 1.6428 0.0454 0.0402 0.0393 0.5307
H -2.8689 0.8235 2.5648 -0.0070 0.0187 -0.0134 0.2405
```
Forces are in eV/Å.

Results
- Strongest force on any atom: 0.0139 Eh/bohr
- Total energy: -51880.165 eV
- Multiplicity: 3
- E_HOMO (spin up / spin down): -13.0 / -13.3 eV
- Total charge: +1
- Kohn-Sham gap (spin up / spin down): 9.169 / 9.987 eV